No. 1
# C37H51CsN2O3P2Si2

A molecular structure, C37H51CsN2O3P2Si2 in a non-equilibrium geometry (ωB97M-V/def2-TZVPD, the Open Molecules 2025 dataset).

total energy	-83201.01643	eV
LUMO energy	3.87	eV
gap between HOMO and LUMO	4.7582	eV
net charge	-2
ΔE to the lowest compared entry with this formula, charge and spin	0.415	eV
spin multiplicity	1
molar mass	822.9	g/mol
max |F|	0.048	Eh/bohr

```
98
Properties=species:S:1:pos:R:3:lowdin_charge:R:1
Cs -2.80 1.32 -1.04 1.18
C 1.47 5.20 -0.01 -0.18
Si -0.28 4.57 -0.41 0.26
C -1.40 5.33 0.92 -0.19
C -0.75 5.42 -2.04 -0.18
N -0.48 2.92 -0.48 -0.40
P 0.48 1.64 -0.50 0.52
C -0.28 0.18 -0.50 -0.65
P 0.35 -1.34 -0.62 0.57
N -0.63 -2.57 -0.66 -0.25
Si -0.55 -4.22 -0.48 0.28
C 0.94 -5.06 -1.31 -0.18
C -2.06 -5.05 -1.25 -0.18
C -0.48 -4.78 1.33 -0.17
C 1.54 -1.67 0.78 -0.25
C 2.69 -2.44 0.71 -0.11
C 3.45 -2.71 1.84 -0.11
C 3.06 -2.21 3.07 -0.12
C 1.90 -1.44 3.15 -0.09
C 1.16 -1.17 2.02 -0.10
C 1.42 -1.54 -2.12 -0.26
C 0.83 -2.07 -3.26 -0.11
C 1.52 -2.15 -4.46 -0.11
C 2.84 -1.72 -4.53 -0.12
C 3.44 -1.20 -3.40 -0.10
C 2.74 -1.11 -2.21 -0.10
C 1.54 1.91 -1.99 -0.26
C 2.72 2.64 -2.02 -0.11
C 3.38 2.89 -3.22 -0.11
C 2.87 2.41 -4.41 -0.12
C 1.67 1.69 -4.39 -0.10
C 1.03 1.45 -3.20 -0.10
C 1.64 1.81 0.92 -0.27
C 1.12 2.31 2.11 -0.10
C 1.89 2.35 3.26 -0.10
C 3.20 1.88 3.25 -0.12
C 3.72 1.37 2.07 -0.10
C 2.95 1.33 0.92 -0.10
H 1.39 6.23 0.34 0.01
H 2.11 5.20 -0.89 0.01
H 1.97 4.62 0.76 0.01
H -1.43 6.42 0.87 0.01
H -1.06 5.04 1.91 0.01
H -2.42 4.96 0.80 0.02
H -0.60 6.49 -2.01 0.01
H -1.79 5.22 -2.28 0.02
H -0.14 5.01 -2.84 0.01
H 1.07 -4.75 -2.35 0.01
H 0.79 -6.14 -1.30 0.01
H 1.87 -4.84 -0.79 0.00
H -2.19 -4.70 -2.27 0.02
H -2.96 -4.77 -0.70 -0.01
H -1.99 -6.14 -1.26 0.01
H 0.45 -4.46 1.79 0.01
H -0.56 -5.86 1.43 0.01
H -1.29 -4.33 1.90 -0.01
H 3.01 -2.87 -0.24 0.09
H 4.34 -3.31 1.76 0.09
H 3.64 -2.41 3.96 0.08
H 1.58 -1.03 4.10 0.10
H 0.29 -0.54 2.09 0.08
H -0.20 -2.43 -3.20 0.10
H 1.03 -2.56 -5.34 0.09
H 3.39 -1.79 -5.46 0.09
H 4.47 -0.84 -3.44 0.10
H 3.22 -0.67 -1.35 0.09
H 3.12 3.04 -1.10 0.09
H 4.31 3.46 -3.21 0.09
H 3.38 2.60 -5.34 0.09
H 1.26 1.30 -5.32 0.10
H 0.11 0.86 -3.18 0.10
H 0.10 2.68 2.13 0.10
H 1.45 2.74 4.17 0.09
H 3.79 1.89 4.15 0.09
H 4.73 0.97 2.05 0.10
H 3.37 0.91 0.02 0.09
C -2.62 -0.06 4.27 -0.13
O -1.95 -0.27 3.05 -0.20
C -2.41 -1.41 2.34 -0.20
C -3.85 -1.27 1.87 -0.21
O -4.22 -2.24 0.91 -0.17
C -4.39 -3.52 1.46 -0.13
H -2.62 -0.97 4.88 0.09
H -3.65 0.28 4.13 0.08
H -2.08 0.72 4.81 0.08
H -2.26 -2.29 2.99 0.12
H -1.77 -1.51 1.46 0.09
H -3.95 -0.28 1.41 0.08
H -4.57 -1.31 2.70 0.11
H -5.09 -3.49 2.30 0.09
H -3.45 -3.96 1.80 0.07
H -4.80 -4.16 0.68 0.08
C -6.59 2.57 0.41 -0.18
C -5.48 1.62 -0.12 -0.49
O -5.20 1.82 -1.32 -0.53
H -6.95 3.27 -0.36 0.04
H -6.18 3.13 1.26 0.03
H -7.42 1.98 0.81 0.03
```

=====

No. 2
# C37H52Br2CrIN4O2SbSi3

A molecular structure, C37H52Br2CrIN4O2SbSi3 (ωB97M-V/def2-TZVPD, the Open Molecules 2025 dataset).

total energy	-256048.98857	eV
LUMO energy (spin up / spin down)	-0.62 / -0.69	eV
gap between HOMO and LUMO (spin up / spin down)	6.4607 / 6.4924	eV
expectation value of S²	6.026
ΔE to the lowest compared entry with this formula, charge and spin	0.000	eV
spin multiplicity	5
molar mass	1129.6	g/mol
max |F|	0.008	Eh/bohr

```
103
Properties=species:S:1:pos:R:3:lowdin_charge:R:1
Cr 0.12 1.12 -0.09 0.40
C 4.59 0.62 1.27 -0.01
C 4.24 1.93 0.63 -0.24
N 5.20 2.78 0.39 0.12
C 4.90 3.97 -0.19 -0.10
C 3.63 4.36 -0.50 -0.16
C 3.40 5.74 -1.04 -0.20
O 2.76 6.59 -0.09 -0.07
C 2.56 3.46 -0.24 -0.11
C 1.22 3.95 -0.34 -0.08
N 0.12 3.35 -0.01 0.00
C -1.00 4.20 0.13 -0.34
C -0.87 5.53 0.53 -0.04
C -1.98 6.35 0.68 -0.07
C -3.25 5.85 0.44 -0.08
C -3.41 4.53 0.08 -0.15
C -2.29 3.72 -0.06 -0.60
I -2.58 1.69 -0.44 1.35
C 2.86 2.19 0.29 -0.31
O 1.99 1.26 0.49 -0.16
H 5.60 0.67 1.67 0.08
H 4.53 -0.18 0.53 0.07
H 3.87 0.37 2.05 0.08
H 5.74 4.62 -0.38 0.11
H 2.75 5.74 -1.92 0.13
H 4.36 6.17 -1.34 0.12
H 3.27 6.56 0.73 0.10
H 1.15 4.99 -0.64 0.11
H 0.11 5.93 0.75 0.11
H -1.84 7.38 0.99 0.11
H -4.12 6.49 0.55 0.11
H -4.40 4.12 -0.09 0.10
Br 1.24 3.43 3.27 0.69
C -0.35 4.37 3.81 -1.02
Br -1.96 3.35 3.53 0.65
H -0.42 5.27 3.22 -0.02
H -0.28 4.58 4.87 0.00
C -2.85 -1.17 -2.35 -0.35
Sb -1.04 -2.16 -1.70 1.46
C 0.42 -0.57 -1.41 -0.56
C 1.63 -1.41 -1.09 -0.48
C 2.08 -1.64 0.21 -0.06
C 3.16 -2.47 0.43 -0.09
C 3.81 -3.06 -0.65 -0.08
C 3.30 -2.78 -1.91 -0.14
N 2.25 -2.00 -2.13 0.08
Si 0.70 0.25 -3.09 0.40
C 2.40 1.07 -3.12 -0.14
C -0.48 1.70 -3.39 -0.21
C 0.46 -0.84 -4.60 -0.20
C -1.61 -2.89 0.38 -0.53
C -0.87 -2.15 1.46 -0.42
C -0.13 -2.80 2.45 -0.05
C 0.47 -2.08 3.47 -0.05
C 0.33 -0.71 3.50 -0.05
C -0.43 -0.13 2.50 -0.18
N -1.00 -0.81 1.50 0.06
Si -1.13 -4.74 0.15 0.41
C -2.04 -5.55 -1.29 -0.20
C -1.53 -5.90 1.58 -0.18
C 0.71 -4.92 -0.20 -0.17
Si -3.44 -2.78 0.90 0.46
C -4.52 -3.93 -0.12 -0.17
C -3.58 -3.24 2.72 -0.16
C -4.28 -1.10 0.88 -0.22
H -2.58 -0.37 -3.05 -0.03
H -3.49 -0.76 -1.57 -0.09
H -3.42 -1.92 -2.90 0.00
H 1.61 -1.15 1.04 0.08
H 3.51 -2.65 1.44 0.11
H 4.66 -3.71 -0.53 0.10
H 3.77 -3.21 -2.79 0.11
H 2.42 1.93 -2.45 0.02
H 2.61 1.44 -4.13 0.04
H 3.21 0.39 -2.84 0.03
H -0.40 2.50 -2.65 -0.01
H -1.53 1.42 -3.47 -0.01
H -0.20 2.14 -4.36 0.04
H 1.09 -1.73 -4.56 0.02
H 0.71 -0.27 -5.50 0.03
H -0.58 -1.16 -4.71 0.01
H -0.03 -3.87 2.44 0.08
H 1.04 -2.60 4.23 0.11
H 0.77 -0.09 4.27 0.10
H -0.60 0.95 2.51 0.04
H -3.04 -5.88 -1.01 0.01
H -1.46 -6.44 -1.55 0.04
H -2.12 -4.95 -2.19 0.00
H -2.61 -6.06 1.68 0.02
H -1.15 -5.61 2.56 0.02
H -1.09 -6.87 1.33 0.04
H 1.03 -4.37 -1.09 0.01
H 0.91 -5.98 -0.38 0.04
H 1.35 -4.60 0.62 0.02
H -4.41 -4.97 0.16 0.02
H -4.32 -3.85 -1.19 0.03
H -5.57 -3.65 0.04 0.04
H -3.16 -4.21 2.99 0.01
H -4.64 -3.25 3.00 0.04
H -3.09 -2.49 3.34 0.04
H -4.58 -0.74 -0.11 -0.01
H -3.68 -0.33 1.37 -0.03
H -5.20 -1.23 1.46 0.04
```

=====

Question: Which value of spin multiplicity does entry 1 give?
Answer: 1

=====

Question: The lowest spin multiplicity belongs to which entry?
Answer: C37H51CsN2O3P2Si2